No. 1
A cluster of 17 separate species, CH35O17 in total. Source: OMol25; level of theory: ωB97M-V with the def2-TZVPD basis set.

ORCA input file:
```
! RIJCOSX wB97M-V def2-TZVPD def2/J DEFGRID3
* xyz -1 1
C 0.01 -0.21 -0.18
O -0.75 0.97 0.25
H 0.33 -0.83 0.72
H 0.82 0.16 -0.65
H -0.54 -0.92 -0.77
O 0.70 -1.15 3.41
H 1.11 -0.30 3.26
H 0.04 -0.91 4.05
O 0.06 -3.35 2.00
H 0.44 -2.64 2.49
H -0.07 -3.12 1.07
O 1.16 -1.76 -2.59
H 1.84 -1.35 -2.15
H 1.67 -2.21 -3.22
O 2.70 -1.95 1.54
H 2.21 -2.03 2.38
H 2.25 -2.27 0.77
O -0.25 -3.56 -0.80
H 0.29 -3.28 -1.53
H -0.04 -4.47 -0.63
O -2.03 2.71 1.88
H -2.19 3.24 1.11
H -1.47 1.95 1.64
O -1.07 -0.53 -3.48
H -1.51 0.02 -2.84
H -0.28 -0.75 -3.05
O -2.71 -2.54 -1.01
H -3.12 -3.37 -1.00
H -1.77 -2.76 -1.11
O 3.30 -0.56 -0.77
H 3.11 -1.20 -0.09
H 3.18 0.29 -0.43
O 1.14 1.23 2.05
H 0.49 0.76 1.51
H 1.85 1.49 1.47
O -2.93 3.52 -0.54
H -2.86 2.62 -0.86
H -2.41 4.00 -1.15
O -2.40 1.15 -1.66
H -1.74 0.88 -0.96
H -3.11 0.47 -1.50
O 0.66 4.09 1.33
H 1.41 4.32 0.80
H 0.62 3.14 1.34
O -2.72 -0.70 1.33
H -2.81 -1.44 0.73
H -2.02 -0.24 0.90
O 0.68 2.58 -1.53
H 0.90 1.94 -2.25
H 0.13 2.02 -0.95
O 2.77 1.94 0.07
H 2.01 1.99 -0.50
H 2.94 2.90 0.08
*
```

Properties
* HOMO-LUMO gap: 8.14 eV
* molecular weight: 319.274 g mol⁻¹
* relative energy (zero: lowest compared OMol25 entry of this formula, charge and spin): 12.9 kcal/mol
* LUMO: 2.01 eV
* HOMO level: -6.13 eV

***

No. 2
A cluster of 17 separate species, CH35O17 in total. Source: OMol25; level of theory: ωB97M-V with the def2-TZVPD basis set.

ORCA input file:
```
! RIJCOSX wB97M-V def2-TZVPD def2/J DEFGRID3
* xyz -1 1
C -0.07 0.39 -0.10
O -0.35 0.87 -1.42
H -0.35 1.02 0.69
H 1.01 0.22 -0.18
H -0.67 -0.51 -0.16
O -0.59 1.40 3.27
H -0.37 1.69 4.15
H 0.16 1.83 2.82
O -0.84 1.05 -4.10
H -0.62 0.99 -3.19
H -1.42 0.31 -4.32
O 1.94 1.72 2.22
H 2.23 1.61 3.14
H 2.58 1.35 1.63
O 0.39 -1.77 -2.00
H 0.46 -1.51 -2.96
H -0.11 -1.03 -1.63
O 2.80 -1.48 1.96
H 1.83 -1.34 2.00
H 2.99 -1.35 2.90
O 0.04 -3.47 0.09
H -0.07 -3.10 -0.79
H -0.48 -4.25 0.20
O 3.43 1.13 -0.13
H 2.88 0.37 -0.44
H 3.30 1.82 -0.77
O -1.71 3.04 -0.53
H -1.78 2.94 0.42
H -1.26 2.29 -0.90
O 2.75 -1.42 -0.99
H 1.86 -1.49 -1.35
H 2.60 -1.80 -0.15
O -2.67 0.53 1.76
H -1.88 0.71 2.20
H -2.64 -0.44 1.79
O -2.93 0.28 -1.50
H -3.36 0.42 -0.63
H -2.01 0.59 -1.40
O -2.73 -2.42 -1.23
H -2.66 -1.50 -1.35
H -3.28 -2.60 -2.00
O 0.04 -1.07 2.59
H -0.27 -1.50 3.37
H -0.07 -0.12 2.74
O 1.07 3.18 -0.62
H 0.42 2.49 -0.48
H 0.99 3.58 0.22
O -2.34 -2.14 1.46
H -1.55 -1.63 1.61
H -2.27 -2.27 0.50
O 2.10 1.00 -2.80
H 2.00 0.42 -3.54
H 1.47 0.96 -2.10
*
```

Properties
* HOMO-LUMO gap: 7.77 eV
* molecular weight: 319.274 g mol⁻¹
* relative energy (zero: lowest compared OMol25 entry of this formula, charge and spin): 22.9 kcal/mol
* LUMO: 1.87 eV
* HOMO level: -5.90 eV

***

No. 3
A cluster of 18 separate species, CH35O20 in total. Source: OMol25; level of theory: ωB97M-V with the def2-TZVPD basis set.

ORCA input file:
```
! RIJCOSX wB97M-V def2-TZVPD def2/J DEFGRID3
* xyz -1 1
C -6.67 -15.20 4.63
O -6.32 -14.04 4.48
O -5.99 -16.22 4.03
O -7.65 -15.51 5.26
H -5.27 -15.86 3.47
O -1.75 -16.11 3.74
H -2.55 -16.58 3.85
H -1.54 -15.77 4.64
O -4.90 -11.41 5.40
H -5.58 -12.00 5.67
H -5.41 -10.92 4.77
O -9.76 -14.18 4.44
H -10.59 -14.66 4.19
H -9.17 -14.88 4.63
O -9.07 -15.08 2.00
H -9.24 -14.83 2.90
H -8.26 -14.65 1.85
O -8.67 -17.71 3.19
H -9.03 -17.39 4.03
H -8.31 -16.91 2.79
O -5.78 -18.46 2.12
H -6.17 -19.25 2.50
H -6.40 -17.78 2.35
O -6.78 -18.43 5.52
H -5.90 -18.59 5.85
H -6.70 -17.63 4.99
O -10.11 -17.19 5.48
H -10.78 -17.85 5.48
H -9.46 -17.61 6.03
O -7.49 -12.27 2.87
H -7.18 -12.92 3.51
H -8.40 -12.26 3.07
O -3.24 -13.64 4.48
H -2.51 -13.24 4.04
H -3.98 -13.37 4.00
O -3.43 -18.31 3.78
H -4.08 -18.43 3.08
H -2.70 -18.93 3.57
O -4.16 -15.54 1.97
H -4.20 -16.14 1.26
H -3.32 -15.12 1.86
O -8.92 -14.97 7.47
H -8.49 -15.66 8.00
H -8.46 -15.09 6.60
O -6.54 -14.30 1.00
H -5.84 -14.86 1.35
H -6.78 -13.66 1.69
O -7.12 -12.87 6.74
H -6.33 -12.85 7.29
H -6.88 -13.37 5.99
O -6.41 -16.45 7.98
H -6.21 -16.57 7.05
H -6.68 -17.30 8.30
O -4.08 -15.57 6.41
H -4.51 -15.13 7.17
H -3.98 -14.91 5.68
*
```

Properties
* HOMO-LUMO gap: 8.92 eV
* molecular weight: 367.271 g mol⁻¹
* relative energy (zero: lowest compared OMol25 entry of this formula, charge and spin): 8.7 kcal/mol
* LUMO: 2.34 eV
* HOMO level: -6.58 eV

***

| no. | calculated total energy (Eh) |
| --- | --- |
| 1 | -1338.22103 |
| 2 | -1338.20522 |
| 3 | -1564.04711 |